{
  "formula": "C24H34N2O7S",
  "method": "ωB97M-V/def2-TZVPD",
  "homo_lumo_gap_ha": 0.3125,
  "smiles": "COc1ccc(/C=C/C(=O)OCC(=O)N[C@@H]2CCC[C@@H](C)[C@H]2C)cc1S(=O)(=O)N1CCOCC1",
  "spin_multiplicity": 1,
  "fmax_ev_per_a": 1.08,
  "e_tot_ha": -1969.30542,
  "relative_energy_ev": 0.0557,
  "charge": 0,
  "species": ["C", "O", "C", "C", "C", "C", "C", "C", "C", "O", "O", "C", "C", "O", "N", "C", "C", "C", "C", "C", "C", "C", "C", "C", "C", "S", "O", "O", "N", "C", "C", "O", "C", "C", "H", "H", "H", "H", "H", "H", "H", "H", "H", "H", "H", "H", "H", "H", "H", "H", "H", "H", "H", "H", "H", "H", "H", "H", "H", "H", "H", "H", "H", "H", "H", "H", "H", "H"],
  "positions_angstrom": [[5.5819, -0.2966, 4.8362], [4.3388, -0.9646, 4.8124], [3.6059, -0.9490, 3.6827], [3.8992, -0.1902, 2.5473], [3.0513, -0.2050, 1.4579], [1.8839, -0.9733, 1.4432], [1.0169, -0.9398, 0.2855], [-0.1694, -1.5475, 0.1554], [-0.9541, -1.3991, -1.0740], [-0.6145, -0.7931, -2.0655], [-2.1280, -2.0430, -0.9763], [-2.9967, -1.8850, -2.0860], [-3.2247, -0.3855, -2.3577], [-3.4983, 0.3771, -1.4578], [-3.1415, -0.0362, -3.6529], [-3.1756, 1.3528, -4.0735], [-4.1001, 1.5196, -5.2805], [-3.5079, 0.9067, -6.5461], [-2.1241, 1.4840, -6.8228], [-1.1868, 1.2545, -5.6364], [0.2196, 1.7594, -5.9512], [-1.7484, 1.8712, -4.3424], [-1.7254, 3.3986, -4.3255], [1.6131, -1.7509, 2.5738], [2.4487, -1.7346, 3.6637], [2.0099, -2.8034, 5.0519], [1.0331, -3.7264, 4.5523], [3.1969, -3.3176, 5.6592], [1.2336, -1.8771, 6.1844], [1.9963, -0.9456, 6.9799], [1.8585, 0.4840, 6.4423], [0.5054, 0.8502, 6.2843], [-0.1631, -0.0218, 5.3980], [-0.1236, -1.4606, 5.9208], [6.0136, -0.5262, 5.8084], [5.4560, 0.7868, 4.7405], [6.2473, -0.6619, 4.0495], [4.7887, 0.4185, 2.5132], [3.2966, 0.3971, 0.5954], [1.3653, -0.3493, -0.5538], [-0.6228, -2.1500, 0.9253], [-2.5762, -2.3897, -2.9627], [-3.9365, -2.3547, -1.7905], [-2.7694, -0.6949, -4.3173], [-3.5925, 1.8959, -3.2185], [-4.2699, 2.5847, -5.4416], [-5.0641, 1.0590, -5.0553], [-4.1703, 1.1065, -7.3910], [-3.4374, -0.1786, -6.4382], [-2.2083, 2.5530, -7.0254], [-1.7003, 1.0146, -7.7138], [-1.1098, 0.1729, -5.4706], [0.2031, 2.8042, -6.2502], [0.8627, 1.6526, -5.0811], [0.6495, 1.1828, -6.7678], [-1.1264, 1.5194, -3.5109], [-2.2685, 3.8194, -5.1671], [-0.7038, 3.7660, -4.3556], [-2.1845, 3.7606, -3.4084], [0.7555, -2.4016, 2.6192], [3.0330, -1.2783, 6.9581], [1.6180, -0.9843, 8.0079], [2.2841, 1.2010, 7.1465], [2.3746, 0.5737, 5.4751], [-1.1901, 0.3409, 5.3354], [0.3031, 0.0294, 4.4009], [-0.5450, -2.1621, 5.2026], [-0.6865, -1.5197, 6.8592]],
  "atomic_forces_ev_per_a": [[0.2, 0.2, 0.0], [-0.2, 0.0, -0.2], [0.1, 0.2, -0.2], [0.2, -0.1, 0.4], [-0.4, -0.2, 0.0], [0.4, 0.0, 0.5], [-0.7, -0.2, -0.4], [0.4, 0.2, 0.2], [0.3, 0.1, -0.3], [0.0, -0.1, 0.1], [-0.1, -0.1, 0.3], [0.0, 0.3, -0.2], [0.0, -0.6, -0.1], [0.0, 0.1, 0.3], [-0.1, 0.0, -0.5], [-0.1, 0.3, 0.2], [0.1, -0.1, 0.0], [0.0, 0.3, 0.0], [0.0, -0.4, 0.1], [0.1, 0.3, -0.1], [-0.2, -0.2, 0.1], [-0.1, -0.1, 0.1], [0.0, -0.3, 0.0], [0.0, 0.1, -0.3], [0.0, -0.5, 0.7], [-0.2, -0.1, 0.4], [-0.2, 0.2, -0.2], [0.1, 0.3, -0.1], [0.5, -0.7, -0.7], [0.4, 0.5, 0.2], [0.2, -0.2, 0.1], [-0.1, 0.1, 0.2], [-0.1, -0.2, 0.0], [-0.5, 0.3, -0.3], [0.0, 0.0, -0.1], [0.0, -0.1, 0.0], [0.0, 0.0, 0.0], [0.1, 0.0, 0.0], [0.0, 0.1, -0.1], [0.0, 0.0, -0.1], [0.0, -0.1, 0.2], [-0.1, 0.0, 0.1], [0.1, 0.1, -0.1], [0.0, -0.1, 0.2], [0.1, -0.1, -0.2], [-0.1, 0.1, 0.0], [0.0, 0.1, 0.1], [0.0, -0.1, 0.0], [0.0, -0.1, -0.1], [0.0, 0.1, -0.1], [0.0, 0.1, 0.0], [0.0, 0.0, 0.0], [0.0, 0.1, 0.0], [0.2, 0.0, 0.1], [0.1, 0.0, -0.1], [-0.1, 0.0, 0.0], [-0.1, 0.1, -0.1], [0.1, 0.1, 0.0], [0.0, 0.1, 0.1], [-0.1, -0.1, -0.1], [0.0, 0.2, 0.2], [0.1, 0.0, -0.1], [0.1, -0.1, -0.1], [0.0, 0.0, 0.1], [0.0, -0.1, -0.1], [-0.1, 0.0, 0.1], [-0.2, 0.1, 0.1], [0.0, 0.0, -0.1]],
  "lowdin_charge": [-0.0524, -0.1053, -0.2697, 0.0065, -0.0052, -0.1992, -0.0051, 0.0324, -0.4831, 0.1063, 0.0182, -0.0648, -0.4828, 0.0866, 0.1148, -0.2739, -0.1369, -0.1893, -0.1717, -0.3487, -0.0656, -0.2853, -0.0462, -0.0009, -0.1687, 0.6872, -0.2825, -0.2562, -0.2287, -0.1533, -0.1768, -0.1231, -0.1770, -0.1539, 0.1008, 0.0997, 0.1024, 0.1089, 0.1199, 0.1247, 0.1162, 0.1300, 0.1399, 0.1301, 0.1456, 0.1149, 0.1174, 0.1100, 0.1069, 0.1148, 0.1160, 0.1368, 0.0756, 0.0823, 0.0773, 0.1399, 0.0745, 0.0740, 0.0851, 0.1138, 0.1116, 0.1352, 0.1310, 0.1153, 0.1305, 0.1206, 0.1167, 0.1357]
}